1.
2 unconnected molecules or ions with the total composition C5H13NO at a distorted geometry. Source: the Open Molecules 2025 dataset; level of theory: ωB97M-V/def2-TZVPD.

Summary:
Relative energy (zero: lowest compared OMol25 entry of this formula, charge and spin), kcal per mole: 111.8
LUMO (spin up / spin down), eV: 0.48 / 0.48
HOMO energy (spin up / spin down), eV: -8.66 / -8.65
Charge: 0
E, eV: -8929.1616

```
20
C5H13NO, DFT ωB97M-V/def2-TZVPD
C -0.637 -0.955 0.315
C 0.731 -0.529 -0.897
C 0.440 1.831 -0.534
C -0.154 -1.085 1.741
C -1.922 -0.182 0.143
N 1.131 0.591 -0.229
O 2.423 0.614 -1.586
H 3.217 0.342 -1.100
H -0.753 -1.946 -0.133
H 1.355 -1.405 -0.743
H 0.248 -0.436 -1.872
H -0.254 2.075 0.274
H -0.074 1.825 -1.500
H 1.186 2.626 -0.546
H -2.750 -0.749 0.586
H -1.907 0.784 0.650
H -0.843 -1.719 2.313
H -0.104 -0.115 2.239
H 0.834 -1.547 1.789
H -2.166 -0.022 -0.910
```

2.
A single C5H13NO molecule at a distorted geometry. Source: the Open Molecules 2025 dataset; level of theory: ωB97M-V/def2-TZVPD.

Summary:
Relative energy (zero: lowest compared OMol25 entry of this formula, charge and spin), kcal per mole: 63.0
SMILES: CN[C@H](C)CCO
LUMO, eV: 1.00
HOMO energy, eV: -8.44
Charge: 0
E, eV: -8931.2802

```
20
C5H13NO, DFT ωB97M-V/def2-TZVPD
C -0.842 1.254 1.757
N 0.376 0.900 1.018
C 0.428 -0.457 0.428
C 0.445 -0.166 -1.147
C -1.152 -0.313 -1.637
O -1.533 0.703 -2.414
C 1.712 -1.289 0.765
H -0.706 2.386 2.010
H -1.819 1.221 1.134
H -1.023 0.817 2.657
H 1.247 1.109 1.633
H -0.485 -0.982 0.663
H 0.642 0.953 -1.392
H 1.106 -0.713 -1.823
H -1.349 -1.250 -2.148
H -1.763 -0.189 -0.693
H -1.228 0.494 -3.343
H 1.784 -1.491 1.855
H 2.503 -0.674 0.347
H 1.657 -2.313 0.329
```

3.
A single C5H13NO molecule at a distorted geometry. Source: the Open Molecules 2025 dataset; level of theory: ωB97M-V/def2-TZVPD.

Summary:
Relative energy (zero: lowest compared OMol25 entry of this formula, charge and spin), kcal per mole: 37.1
SMILES: C[C@@H](CO)N(C)C
LUMO, eV: 0.90
HOMO energy, eV: -8.37
Charge: 0
E, eV: -8932.4033

```
20
C5H13NO, DFT ωB97M-V/def2-TZVPD
C -1.862 0.651 1.181
N -1.105 0.336 -0.019
C -1.756 -0.741 -0.773
C 0.772 -0.989 1.139
C 0.305 0.246 0.294
C 1.118 0.331 -0.985
O 2.524 0.335 -0.779
H -1.462 1.543 1.679
H -2.916 0.720 0.905
H -1.809 -0.108 1.982
H -1.839 -1.685 -0.194
H -1.141 -0.925 -1.648
H -2.779 -0.416 -0.930
H 0.189 -1.068 2.064
H 0.552 -1.929 0.629
H 1.813 -0.799 1.386
H 0.633 1.125 0.859
H 0.775 -0.501 -1.621
H 0.836 1.161 -1.631
H 2.933 0.485 -1.624
```

4.
2 unconnected molecules or ions with the total composition C5H13NO at a distorted geometry. Source: the Open Molecules 2025 dataset; level of theory: ωB97M-V/def2-TZVPD.

Summary:
Relative energy (zero: lowest compared OMol25 entry of this formula, charge and spin), kcal per mole: 59.3
SMILES: CN1CCCC1.O
LUMO, eV: 0.80
HOMO energy, eV: -8.23
Charge: 0
E, eV: -8931.4383

```
20
C5H13NO, DFT ωB97M-V/def2-TZVPD
C 1.579 -1.045 1.547
N 1.289 0.336 1.207
C 1.841 0.521 -0.175
C 0.609 0.319 -1.041
C -0.607 0.164 -0.121
C -0.028 0.800 1.223
H 2.614 -1.038 1.423
H 1.164 -1.461 2.621
H 1.152 -1.795 0.881
H 2.576 -0.257 -0.412
H 2.265 1.523 -0.244
H 0.506 1.266 -1.634
H 0.948 -0.541 -1.768
H -1.522 0.698 -0.412
H -0.862 -0.855 0.182
H -0.829 0.557 2.048
H -0.027 1.857 1.231
H -4.254 -0.369 -2.972
H -4.108 0.029 -1.472
O -4.308 -0.708 -2.111
```

5.
A single C5H13NO molecule at a distorted geometry. Source: the Open Molecules 2025 dataset; level of theory: ωB97M-V/def2-TZVPD.

Summary:
Relative energy (zero: lowest compared OMol25 entry of this formula, charge and spin), kcal per mole: 72.5
SMILES: CNCCCCO
LUMO, eV: 0.95
HOMO energy, eV: -8.84
Charge: 0
E, eV: -8930.8684

```
20
C5H13NO, DFT ωB97M-V/def2-TZVPD
C 1.423 -0.261 1.991
O 2.173 -1.020 2.840
C 0.214 -1.169 1.540
C -0.696 -0.305 0.620
C -0.169 -0.031 -0.897
C -1.130 1.603 -2.722
N -1.365 0.747 -1.558
H 1.135 0.561 2.599
H 2.129 -0.091 1.000
H 3.057 -1.293 2.636
H -0.170 -1.656 2.424
H 0.562 -2.003 0.893
H -1.577 -1.019 0.540
H -0.971 0.534 1.176
H 0.636 0.604 -0.969
H 0.106 -0.897 -1.484
H -0.678 1.228 -3.696
H -2.192 2.013 -2.686
H -0.469 2.429 -2.491
H -2.017 0.027 -1.756
```

6.
2 unconnected molecules or ions with the total composition C5H13NO at a distorted geometry. Source: the Open Molecules 2025 dataset; level of theory: ωB97M-V/def2-TZVPD.

Summary:
Relative energy (zero: lowest compared OMol25 entry of this formula, charge and spin), kcal per mole: 18.4
SMILES: CC(C)C.NC=O
LUMO, eV: 0.81
HOMO energy, eV: -10.25
Charge: 0
E, eV: -8933.2115

```
20
C5H13NO, DFT ωB97M-V/def2-TZVPD
C 0.718 0.023 -0.189
C 1.400 -0.829 -1.252
C 0.956 1.510 -0.412
C 1.047 -0.426 1.207
H -0.427 -0.155 -0.301
H 2.085 -0.776 1.301
H 1.050 -0.565 -2.248
H 2.478 -0.677 -1.223
H 1.201 -1.885 -1.079
H 0.397 2.104 0.309
H 0.659 1.809 -1.417
H 2.013 1.743 -0.288
H 0.242 -1.189 1.494
H 0.884 0.355 1.944
N -2.738 0.465 0.393
C -2.177 -0.778 0.310
O -1.752 -1.387 1.286
H -3.033 0.953 -0.435
H -2.508 1.019 1.204
H -2.495 -1.312 -0.605
```

7.
2 unconnected molecules or ions with the total composition C5H13NO at a distorted geometry. Source: the Open Molecules 2025 dataset; level of theory: ωB97M-V/def2-TZVPD.

Summary:
Relative energy (zero: lowest compared OMol25 entry of this formula, charge and spin), kcal per mole: 50.8
LUMO (spin up / spin down), eV: -5.24 / -8.52
HOMO energy (spin up / spin down), eV: -15.23 / -15.17
Charge: +1
E, eV: -8923.5459
2S+1: 2

```
20
C5H13NO, DFT ωB97M-V/def2-TZVPD
C 0.502 -0.990 1.880
C 1.281 -0.736 0.609
C 1.314 0.733 0.221
C -0.035 1.311 -0.183
C -0.770 0.710 -2.508
N -0.644 0.594 -1.281
H 0.672 -1.997 2.241
H -0.582 -0.943 1.755
H 0.792 -0.324 2.681
H 0.992 -1.371 -0.231
H 2.334 -1.000 0.764
H 2.032 0.966 -0.572
H 1.611 1.313 1.101
H -0.760 1.261 0.644
H -0.024 2.371 -0.467
H -1.522 0.103 -3.011
H -0.112 1.374 -3.072
H -3.169 -1.119 -0.201
H -1.635 -0.781 -0.277
O -2.276 -1.474 -0.094
```

8.
3 unconnected molecules or ions with the total composition C5H13NO2 at a distorted geometry. Source: the Open Molecules 2025 dataset; level of theory: ωB97M-V/def2-TZVPD.

Summary:
Relative energy (zero: lowest compared OMol25 entry of this formula, charge and spin), kcal per mole: 72.9
LUMO (spin up / spin down), eV: 3.92 / 3.18
HOMO energy (spin up / spin down), eV: -2.52 / -2.49
Charge: -1
E, eV: -10977.7727
2S+1: 2

```
21
C5H13NO2, DFT ωB97M-V/def2-TZVPD
C 0.474 -0.450 1.595
C -0.773 -1.233 1.953
C 0.685 0.239 0.434
N -0.247 -0.008 -0.664
C -0.215 0.978 -1.708
C -0.224 -1.370 -1.159
O 1.625 1.078 0.231
H 1.171 -0.234 2.396
H 1.518 -2.629 -0.588
H -1.239 -0.782 2.824
H -0.597 -2.300 1.985
H -1.493 -1.093 1.135
H -0.899 1.765 -1.518
H -0.530 0.538 -2.659
H 0.772 1.412 -1.841
H -1.095 -1.938 -0.861
H 0.705 -1.914 -0.591
H 0.001 -1.377 -2.215
H 0.821 2.719 0.392
H -0.619 3.231 0.158
O 0.160 3.369 0.703
```

9.
A molecular structure, C5H13NO2 at a distorted geometry. Source: the Open Molecules 2025 dataset; level of theory: ωB97M-V/def2-TZVPD.

Summary:
Relative energy (zero: lowest compared OMol25 entry of this formula, charge and spin), kcal per mole: 119.7
LUMO, eV: -0.11
HOMO energy, eV: -8.48
Charge: 0
E, eV: -10976.6870

```
21
C5H13NO2, DFT ωB97M-V/def2-TZVPD
C -0.419 1.677 -0.353
O -1.133 1.138 0.765
C -0.044 0.694 -1.505
C 0.109 -0.756 -1.100
C 1.118 -0.959 0.140
C 2.693 -0.326 1.127
N 2.219 0.068 -0.030
H 0.578 2.040 -0.070
H -1.012 2.467 -0.818
H -0.485 1.138 1.467
H 0.902 1.021 -1.953
H -0.761 0.810 -2.327
H 0.535 -1.246 -1.980
H -0.801 -1.325 -0.887
H 1.498 -2.012 0.036
H 0.491 -0.993 1.048
H 2.690 0.293 2.049
H 3.245 -1.258 1.304
H -4.162 -1.313 1.510
H -3.171 -0.427 0.819
O -4.088 -0.731 0.758
```

10.
2 unconnected molecules or ions with the total composition C5H13NO2 at a distorted geometry. Source: the Open Molecules 2025 dataset; level of theory: ωB97M-V/def2-TZVPD.

Summary:
Relative energy (zero: lowest compared OMol25 entry of this formula, charge and spin), kcal per mole: 42.2
SMILES: CCN(C=O)CC.O
LUMO, eV: 0.70
HOMO energy, eV: -9.16
Charge: 0
E, eV: -10980.0473

```
21
C5H13NO2, DFT ωB97M-V/def2-TZVPD
C -0.923 -0.621 -1.273
N -0.404 0.532 -0.644
C -0.897 1.769 -1.242
C -0.392 2.093 -2.667
C 1.020 0.476 -0.304
C 1.228 0.151 1.176
O -0.302 -1.330 -2.017
H -1.957 -0.824 -0.966
H -1.985 1.795 -1.156
H -0.639 2.567 -0.549
H 0.161 1.234 -3.044
H -1.247 2.226 -3.331
H 0.311 2.911 -2.622
H 1.473 1.439 -0.512
H 1.503 -0.277 -0.916
H 1.901 0.820 1.714
H 1.610 -0.851 1.403
H 0.294 0.149 1.746
H -0.331 -4.316 4.434
H 0.141 -5.294 5.462
O -0.564 -4.650 5.307
```

11.
A single C5H13NO2 molecule at a distorted geometry. Source: the Open Molecules 2025 dataset; level of theory: ωB97M-V/def2-TZVPD.

Summary:
Relative energy (zero: lowest compared OMol25 entry of this formula, charge and spin), kcal per mole: 70.4
SMILES: OCCCCNCO
LUMO, eV: 0.68
HOMO energy, eV: -9.13
Charge: 0
E, eV: -10978.8278

```
21
C5H13NO2, DFT ωB97M-V/def2-TZVPD
C -0.765 0.277 0.139
N -1.260 0.931 1.417
C -1.919 -0.126 2.209
O -1.035 -0.752 3.120
C 0.211 1.212 -0.573
C 1.124 0.651 -1.647
C 1.494 -0.898 -1.677
O 1.845 -1.133 -3.042
H -0.179 -0.584 0.525
H -1.586 -0.035 -0.514
H -0.428 1.288 1.859
H -2.403 -0.835 1.457
H -2.563 0.320 2.928
H -0.124 -1.048 3.032
H 0.670 1.835 0.184
H -0.480 1.961 -1.023
H 2.120 1.077 -1.752
H 0.569 0.828 -2.597
H 0.517 -1.472 -1.684
H 2.255 -1.095 -0.906
H 2.768 -0.868 -3.142
```

12.
2 unconnected molecules or ions with the total composition C5H13NO2 at a distorted geometry. Source: the Open Molecules 2025 dataset; level of theory: ωB97M-V/def2-TZVPD.

Summary:
Relative energy (zero: lowest compared OMol25 entry of this formula, charge and spin), kcal per mole: 49.3
SMILES: CC[C@@H](C=O)NC.O
LUMO, eV: 0.92
HOMO energy, eV: -9.11
Charge: 0
E, eV: -10979.7423

```
21
C5H13NO2, DFT ωB97M-V/def2-TZVPD
C -1.769 0.923 -0.791
N -0.918 0.413 0.286
C 2.740 0.535 1.190
C 1.288 0.090 1.297
C 0.502 0.242 0.012
C 0.556 -1.058 -0.834
O 0.287 -1.029 -2.006
H -2.721 0.423 -0.887
H -1.238 0.760 -1.730
H -1.960 1.995 -0.654
H -1.088 0.947 1.119
H 2.905 1.452 1.748
H 3.015 0.872 0.186
H 3.463 -0.193 1.546
H 0.782 0.495 2.184
H 1.210 -0.965 1.604
H 0.856 1.088 -0.592
H 0.724 -2.061 -0.376
H -2.727 -1.218 -0.447
H -2.643 -2.083 -1.725
O -3.262 -1.626 -1.131
```